Record 1
C42H90N6O18 | wB97M-V/def2-TZVPD

total charge	0
ΔE to the lowest compared entry with this formula, charge and spin	97.90	kcal per mole
2S+1	1
energy	-3337.0904	Ha
HOMO level	-8.704	eV

Last column: Mulliken charge in e.
Geometry (Å):
C 1.53 -1.70 -3.31  1.2631
C 2.56 -0.60 -3.57  -0.3554
O 2.04 0.53 -4.27  -0.0734
C 2.87 1.55 -4.54  0.6659
C 2.03 2.74 -4.91  -0.6381
O 4.05 1.54 -4.40  -0.5864
H 1.20 -2.18 -4.22  0.5208
H 0.70 -1.29 -2.73  -0.4719
H 1.97 -2.43 -2.63  -1.1184
H 2.96 -0.25 -2.61  -0.2363
H 3.41 -1.04 -4.09  0.7018
H 2.62 3.66 -5.01  0.3534
H 1.29 3.04 -4.17  -0.1818
H 1.62 2.60 -5.91  0.3593
C -0.36 -0.07 1.74  -0.0679
C 0.35 0.25 0.40  1.2834
O -0.57 0.95 -0.46  -0.5687
C -0.04 1.48 -1.56  0.3878
C -1.06 2.09 -2.46  -0.1837
O 1.16 1.56 -1.76  -0.1461
H 0.47 0.00 2.44  -0.3876
H -0.73 -1.08 1.59  -0.1124
H -1.11 0.69 1.92  0.3377
H 1.26 0.81 0.58  -0.0579
H 0.67 -0.63 -0.16  -0.2998
H -1.91 1.42 -2.39  0.6123
H -0.58 2.06 -3.44  -0.5511
H -1.09 3.18 -2.38  -0.1853
C -2.40 -2.15 -1.59  0.1360
C -2.10 -3.54 -1.11  0.9631
O -2.18 -4.54 -2.12  -0.4082
C -1.01 -4.83 -2.77  0.9415
C -1.28 -5.81 -3.86  -1.4505
O 0.05 -4.38 -2.47  -0.3568
H -1.78 -1.97 -2.48  -0.6147
H -2.09 -1.44 -0.82  -0.1663
H -3.44 -1.91 -1.81  0.5309
H -1.22 -3.58 -0.47  -0.7142
H -2.81 -3.83 -0.33  0.3134
H -0.35 -6.14 -4.33  0.3678
H -1.73 -5.37 -4.76  0.3380
H -1.83 -6.67 -3.49  0.3473
C 0.99 -4.30 -0.32  0.7557
C 2.32 -4.47 -1.00  -1.2038
O 3.38 -4.75 -0.09  -0.1337
C 3.68 -6.00 0.30  0.8401
C 4.97 -6.01 1.07  -1.2082
O 3.01 -6.98 0.13  -0.5860
H 0.11 -4.36 -0.97  -0.0354
H 0.73 -3.37 0.19  -0.2630
H 0.84 -5.14 0.36  0.0762
H 2.29 -5.25 -1.77  0.2818
H 2.74 -3.74 -1.71  0.1474
H 5.64 -6.52 0.37  0.4054
H 4.87 -6.48 2.04  0.2727
H 5.43 -5.02 1.12  0.2028
C -5.45 1.54 7.42  -1.0311
C -4.35 2.39 6.83  -0.3760
O -3.21 1.62 6.47  -0.2656
C -2.07 2.27 6.19  0.0414
C -1.05 1.43 5.47  -0.0155
O -1.89 3.43 6.46  -0.5891
H -5.77 0.77 6.71  0.1928
H -6.38 2.10 7.53  0.3828
H -5.07 1.00 8.28  0.2857
H -4.68 2.91 5.93  0.2928
H -4.09 3.22 7.50  0.4583
H -1.03 0.40 5.81  0.3420
H -0.19 2.00 5.82  0.2062
H -1.40 1.69 4.47  -0.0707
C 1.22 3.45 3.02  -1.0616
C 2.37 2.45 3.28  -0.0625
O 1.80 1.30 3.91  0.1375
C 2.49 0.70 4.88  0.7067
C 1.84 -0.60 5.22  -0.0679
O 3.54 1.09 5.32  -0.6231
H 0.85 3.76 4.00  0.3970
H 0.40 2.97 2.48  0.0948
H 1.59 4.33 2.51  0.2978
H 2.95 2.17 2.40  -0.0115
H 3.02 3.05 3.92  0.4599
H 0.78 -0.55 5.42  -0.0982
H 2.37 -0.98 6.09  0.3739
H 1.97 -1.26 4.36  -0.3946
C 0.96 5.16 -1.77  -0.0804
N 2.14 5.13 -0.94  0.2866
C 2.50 6.38 -0.29  -1.1073
C 2.99 4.07 -0.91  0.7437
O 4.01 4.04 -0.25  -0.6727
H 0.06 5.48 -1.25  0.3920
H 0.98 4.21 -2.32  -0.7677
H 1.11 5.82 -2.64  0.3452
H 3.18 6.96 -0.92  0.3360
H 1.63 6.98 -0.04  0.3586
H 3.08 6.21 0.62  0.3114
H 2.58 3.25 -1.50  -0.2453
C 4.32 -0.12 0.86  0.2926
N 4.91 -0.22 -0.48  0.3747
C 5.09 1.01 -1.23  -1.1016
C 5.40 -1.43 -0.84  0.1197
O 5.91 -1.71 -1.91  -0.6527
H 3.97 -1.06 1.26  -0.2167
H 3.47 0.56 0.76  -0.6062
H 4.99 0.51 1.45  0.4004
H 5.27 0.86 -2.30  0.3031
H 4.16 1.58 -1.25  0.1770
H 6.00 1.48 -0.86  0.4236
H 5.41 -2.20 -0.05  0.3397
C 2.30 -5.62 3.74  -1.0037
N 1.71 -4.35 3.28  0.3523
C 0.27 -4.24 3.17  -0.7559
C 2.52 -3.40 2.76  -0.2471
O 2.10 -2.39 2.23  -0.2747
H 3.39 -5.53 3.75  0.2762
H 1.99 -6.40 3.05  0.3687
H 2.00 -5.78 4.77  0.3489
H -0.24 -4.70 4.02  0.4293
H -0.09 -3.21 3.27  0.0515
H -0.11 -4.68 2.25  0.2017
H 3.57 -3.72 2.78  0.3231
C -4.42 5.72 -4.91  -0.9339
N -4.27 4.83 -3.75  0.1295
C -3.50 5.38 -2.67  -1.0201
C -4.75 3.56 -3.81  0.1667
O -4.54 2.74 -2.95  -0.5758
H -5.06 5.33 -5.69  0.3169
H -3.43 5.85 -5.37  0.3206
H -4.72 6.70 -4.54  0.3383
H -2.60 5.94 -2.93  0.3843
H -4.11 6.05 -2.05  0.3580
H -3.15 4.61 -1.99  0.2369
H -5.38 3.51 -4.71  0.3255
C -1.00 -0.25 -5.19  -0.6026
N -2.28 0.02 -5.86  0.2217
C -2.78 1.34 -5.61  -0.9406
C -2.77 -0.73 -6.88  0.1132
O -3.65 -0.34 -7.63  -0.5994
H -0.43 0.59 -4.80  -0.2055
H -0.37 -0.75 -5.92  0.3830
H -1.28 -0.99 -4.43  0.3928
H -3.68 1.47 -6.21  0.4431
H -3.06 1.56 -4.57  0.1951
H -2.12 2.18 -5.88  0.3017
H -2.21 -1.67 -7.00  0.3298
C -3.08 -1.26 3.20  -0.1707
N -4.48 -0.94 3.22  0.2182
C -5.07 -0.68 4.50  -0.7763
C -5.21 -0.73 2.09  0.0756
O -6.40 -0.49 2.08  -0.5754
H -2.78 -1.52 2.18  -0.1909
H -2.81 -2.13 3.80  0.3741
H -2.38 -0.47 3.48  -0.0245
H -5.96 -0.07 4.35  0.4247
H -5.32 -1.50 5.17  0.2975
H -4.52 -0.07 5.22  0.0358
H -4.64 -0.66 1.15  0.3634



Record 2
C42H91N5O6 | wB97M-V/def2-TZVPD

total charge	-1
expectation value of S²	0.750
2S+1	2
energy	-2379.6240	Ha
HOMO level (alpha / beta)	0.767 / -5.812	eV

Last column: Mulliken charge in e.
Geometry (Å):
C -2.56 -8.91 3.27  -1.9930
C -2.37 -7.40 3.07  1.8756
C -1.16 -6.98 3.89  -1.4313
C -0.49 -5.66 3.58  -0.7150
C -0.34 -5.41 2.14  -0.9244
C -1.58 -5.69 1.25  2.8710
N -2.14 -7.06 1.66  -0.4064
O -3.08 -7.49 0.79  -0.2738
C -2.69 -4.58 1.33  -1.9355
C -1.05 -5.82 -0.31  -2.1304
C -3.57 -6.67 3.74  -1.7619
H -1.90 -9.67 2.83  0.3743
H -3.56 -9.09 2.88  0.4444
H -2.82 -9.24 4.27  0.4329
H -1.31 -7.16 4.96  0.3217
H -0.39 -7.67 3.54  0.4442
H 0.47 -5.56 4.10  0.3137
H -1.27 -5.00 3.95  0.3119
H 0.48 -6.03 1.78  0.4756
H -0.07 -4.37 1.94  -0.1004
H -2.54 -3.69 0.71  0.4586
H -3.62 -5.10 1.13  0.3201
H -2.83 -4.24 2.36  0.2599
H -0.08 -5.35 -0.46  0.1943
H -0.82 -6.88 -0.46  0.5716
H -1.67 -5.62 -1.19  0.2491
H -3.81 -7.14 4.70  0.4874
H -4.48 -6.66 3.14  0.3211
H -3.16 -5.68 3.95  0.2839
H -3.80 -6.86 0.82  0.3275
C 0.15 1.42 -2.70  -1.3727
C 1.38 0.43 -2.95  2.7062
C 2.75 1.15 -2.64  -1.8723
C 3.24 1.03 -1.10  -0.0729
C 3.14 -0.51 -0.75  -0.5938
C 1.62 -1.04 -0.84  2.1542
N 1.09 -0.85 -2.21  -0.0405
O -0.10 -1.44 -2.43  -0.1196
C 1.84 -2.61 -0.71  -1.6485
C 0.82 -0.39 0.39  -1.9096
C 1.44 0.05 -4.39  -2.0768
H 0.29 1.68 -1.65  0.1332
H -0.83 0.95 -2.82  -0.1491
H 0.10 2.31 -3.34  0.5279
H 3.49 0.70 -3.30  0.5110
H 2.58 2.22 -2.79  0.4364
H 2.61 1.68 -0.50  -0.4169
H 4.27 1.35 -0.96  0.6722
H 3.48 -0.60 0.29  -0.5754
H 3.89 -1.08 -1.30  0.6325
H 1.05 -3.17 -1.20  0.2166
H 2.77 -2.92 -1.19  0.3782
H 1.93 -2.70 0.37  0.1778
H -0.18 -0.82 0.54  0.2790
H 1.35 -0.49 1.33  0.5314
H 0.73 0.69 0.28  0.1311
H 0.45 0.11 -4.83  0.2421
H 1.82 -0.94 -4.64  0.4279
H 2.09 0.64 -5.04  0.3181
H 0.14 -2.18 -3.00  0.2196
C -4.98 -2.23 -2.49  -2.2426
C -4.77 -0.69 -2.85  3.4015
C -4.06 -0.51 -4.28  -1.5849
C -4.27 0.83 -4.86  -0.5321
C -5.76 1.24 -4.97  -1.1515
C -6.78 0.37 -3.98  1.6040
N -5.99 0.15 -2.76  -0.2302
O -6.68 -0.05 -1.59  -0.3579
C -7.89 1.38 -3.77  -1.8820
C -7.33 -0.87 -4.78  -1.7889
C -3.84 -0.04 -1.92  -2.8848
H -4.69 -2.82 -3.36  0.4423
H -6.02 -2.37 -2.19  0.4121
H -4.25 -2.48 -1.72  0.1910
H -3.00 -0.60 -4.02  0.4169
H -4.26 -1.36 -4.93  0.4585
H -3.75 0.85 -5.81  0.4606
H -3.73 1.58 -4.27  0.1837
H -6.07 1.09 -6.00  0.3823
H -5.80 2.33 -4.88  0.4673
H -8.14 1.74 -4.77  0.4438
H -8.86 1.01 -3.44  0.3543
H -7.78 2.27 -3.15  0.3641
H -6.62 -1.69 -4.89  0.2306
H -8.15 -1.26 -4.18  0.4161
H -7.88 -0.71 -5.71  0.4012
H -2.93 -0.62 -1.76  0.6423
H -4.18 0.17 -0.90  0.2731
H -3.47 0.94 -2.23  0.3502
H -6.61 -1.00 -1.55  0.3378
C 0.65 7.87 2.08  -1.6369
C 1.86 8.33 1.22  1.7571
C 3.13 8.37 2.03  -1.4714
C 3.75 6.96 2.30  -0.2964
C 3.93 6.26 0.93  -1.4746
C 2.71 6.17 -0.01  2.0315
N 1.95 7.47 -0.05  0.1033
O 0.79 7.48 -0.77  -0.4829
C 3.24 5.82 -1.46  -1.9168
C 1.73 4.96 0.37  -1.3168
C 1.50 9.74 0.87  -2.1446
H 0.74 8.42 3.02  0.4366
H 0.66 6.80 2.31  0.2778
H -0.31 8.13 1.63  0.4030
H 3.92 8.97 1.56  0.3460
H 2.91 9.06 2.84  0.5589
H 2.96 6.46 2.87  -0.0027
H 4.65 6.76 2.88  0.4125
H 4.42 5.29 0.99  0.4015
H 4.62 6.85 0.33  0.4386
H 3.74 4.85 -1.45  0.2638
H 2.41 5.81 -2.16  0.4330
H 3.95 6.58 -1.79  0.5000
H 0.76 4.96 -0.14  0.4659
H 2.18 3.97 0.31  0.0881
H 1.49 4.95 1.43  0.1149
H 2.16 10.22 0.14  0.4455
H 1.39 10.45 1.70  0.4233
H 0.50 9.87 0.45  0.4094
H 0.99 7.67 -1.69  0.3552
C 4.55 -4.85 1.77  -1.0858
O 4.27 -3.60 2.29  0.0312
C 5.20 -2.53 2.01  -0.5006
C 4.67 -1.40 2.90  -0.2877
N 5.64 -0.27 2.98  -0.2824
C 5.11 0.96 3.54  -0.8211
C 3.96 1.49 2.69  -0.0139
O 3.72 2.87 2.91  -0.0887
C 3.26 3.14 4.24  -1.2243
H 5.19 -4.83 0.89  0.3893
H 3.70 -5.51 1.58  0.1404
H 5.26 -5.36 2.42  0.3780
H 5.33 -2.37 0.94  0.2407
H 6.20 -2.76 2.39  0.3679
H 4.58 -1.80 3.91  0.3256
H 3.64 -1.17 2.64  -0.0185
H 6.14 -0.64 3.77  0.3144
H 5.93 1.67 3.48  0.2615
H 4.80 0.98 4.58  0.3941
H 2.99 0.99 2.75  0.5188
H 4.31 1.32 1.67  -0.0304
H 4.20 3.37 4.73  0.3112
H 2.82 2.27 4.73  0.4336
H 2.51 3.93 4.24  0.2320